Entry 1:
10
Properties=species:S:1:pos:R:3:forces:R:3:nbo_charge:R:1 method="wB97M-V/def2-TZVPD" orbital_gap_ev="8.01 / 8.00" total_energy_ha=-305.0296 mol_weight_g_mol=84.07 smiles="C[C@]12O[C@H]1C2=O" e_lumo_ev="-0.603 / -0.604" relative_energy_kj_mol=655.9 homo_ev="-8.609 / -8.608"
C 1.130780 -0.663183 -0.380060 0.5 -1.8 -1.2 -0.701
C -0.065206 0.204944 -0.482682 -0.6 1.1 0.5 0.399
O 0.103626 1.585726 -0.322588 1.4 1.6 -0.3 -0.469
C -0.946826 1.271904 0.543185 0.8 -1.6 0.4 0.170
C -1.454240 0.196689 -0.188783 -4.9 -8.0 1.7 0.275
O -2.435742 -1.100812 0.118710 4.7 6.5 -1.5 -0.710
H 1.810420 -0.355222 0.371127 0.7 1.4 0.6 0.255
H 1.759288 -0.844484 -1.344217 -1.5 0.7 1.4 0.273
H 0.915200 -1.641180 0.043997 -0.8 -0.3 -0.6 0.267
H -0.817300 1.345619 1.641307 -0.4 0.4 -0.9 0.242

---

Entry 2:
10
Properties=species:S:1:pos:R:3:forces:R:3:nbo_charge:R:1 method="wB97M-V/def2-TZVPD" orbital_gap_ev=10.21 total_energy_ha=-305.1884 mol_weight_g_mol=84.07 smiles="O=CC#CCO" e_lumo_ev=-0.100 relative_energy_kj_mol=239.1 homo_ev=-10.313
O 0.449563 -2.731869 -0.124812 -0.5 -0.1 0.3 -0.477
C -0.472991 -2.242361 0.487431 0.3 -0.2 -0.1 0.365
C -0.686444 -0.803820 0.375769 0.4 0.5 -0.2 -0.160
C -0.324227 0.304301 0.054022 0.0 -0.6 0.0 0.076
C 0.512217 1.365378 -0.522735 -0.2 -0.1 -0.3 -0.143
O 1.097895 2.226710 0.419913 0.1 0.0 0.4 -0.689
H -1.126560 -2.847450 1.134264 0.0 0.1 -0.1 0.141
H 1.257919 0.786878 -1.092252 0.1 0.3 0.1 0.199
H -0.034460 1.986615 -1.235488 0.0 -0.1 0.1 0.214
H 1.374814 1.702198 1.184392 0.0 0.2 -0.2 0.474

---

Entry 3:
10
Properties=species:S:1:pos:R:3:forces:R:3:nbo_charge:R:1 method="wB97M-V/def2-TZVPD" orbital_gap_ev=10.97 total_energy_ha=-305.2037 mol_weight_g_mol=84.07 smiles="C#C[C@@H](O)C=O" e_lumo_ev=0.648 relative_energy_kj_mol=198.9 homo_ev=-10.324
C 2.047057 -0.427311 -0.444300 -0.3 0.2 0.3 -0.206
C 1.113049 0.039203 0.154660 0.6 -0.2 -0.4 -0.039
C -0.228221 0.395366 0.645754 0.0 -0.1 0.2 -0.069
O -0.655889 1.677195 0.317038 0.0 0.1 -0.1 -0.682
C -1.052876 -0.656554 -0.087703 -0.6 0.2 -0.7 0.435
O -1.751108 -0.322741 -1.017286 0.3 -0.3 0.6 -0.526
H 2.870317 -0.840433 -0.977938 0.1 0.1 0.1 0.243
H -0.299400 0.254637 1.729701 0.0 0.0 -0.1 0.216
H -1.130228 1.591784 -0.528909 0.0 0.0 0.1 0.490
H -0.912701 -1.711147 0.208987 0.0 0.1 0.0 0.138

---

Entry 4:
10
Properties=species:S:1:pos:R:3:forces:R:3:nbo_charge:R:1 method="wB97M-V/def2-TZVPD" orbital_gap_ev=10.47 total_energy_ha=-305.1941 mol_weight_g_mol=84.07 smiles="O=CC#CCO" e_lumo_ev=0.034 relative_energy_kj_mol=224.2 homo_ev=-10.436
O 2.389803 0.517804 -1.659238 0.3 -0.4 0.3 -0.480
C 2.364828 -0.210520 -0.692218 0.1 0.2 -0.3 0.362
C 1.099834 -0.406691 -0.010938 -0.6 0.4 0.0 -0.150
C -0.042100 -0.160384 0.295748 0.5 0.0 -0.2 0.075
C -1.384633 0.421747 0.369553 0.1 0.2 -0.1 -0.147
O -2.338500 -0.293635 1.107778 -0.1 -0.3 0.0 -0.688
H 3.274988 -0.685916 -0.297805 -0.1 -0.1 0.0 0.140
H -1.283600 1.407806 0.833781 -0.1 -0.1 0.0 0.220
H -1.688524 0.589468 -0.676058 -0.1 0.0 0.2 0.198
H -2.392094 -1.179675 0.729397 -0.1 0.1 0.1 0.470

---

Entry 5:
10
Properties=species:S:1:pos:R:3:forces:R:3:nbo_charge:R:1 method="wB97M-V/def2-TZVPD" orbital_gap_ev=10.26 total_energy_ha=-305.1187 mol_weight_g_mol=84.07 smiles="C#C[C@@H](O)C=O" e_lumo_ev=0.160 relative_energy_kj_mol=422.2 homo_ev=-10.099
C 2.129349 -0.412224 -0.518124 -4.5 1.6 4.1 -0.215
C 1.079761 -0.148091 0.187782 6.4 -1.6 -4.4 -0.042
C -0.272007 0.306064 0.570779 3.8 1.1 -5.3 -0.090
O -0.227618 1.679989 -0.199926 -5.2 -2.8 1.0 -0.677
C -1.147740 -0.757609 0.049792 -6.4 4.2 -2.7 0.403
O -2.197215 -0.311607 -0.551329 3.9 -2.6 1.8 -0.532
H 3.187630 -0.449270 -0.836860 -1.4 -0.2 0.3 0.256
H -0.267676 0.161070 1.572728 -0.7 1.2 3.7 0.228
H -1.238869 1.710466 -0.611348 3.5 -0.1 1.5 0.499
H -1.045617 -1.778788 0.336510 0.4 -0.9 0.0 0.171

---

Entry 6:
10
Properties=species:S:1:pos:R:3:forces:R:3:nbo_charge:R:1 method="wB97M-V/def2-TZVPD" orbital_gap_ev=9.72 total_energy_ha=-305.1275 mol_weight_g_mol=84.07 e_lumo_ev=0.479 relative_energy_kj_mol=399.0 homo_ev=-9.240
O -0.934522 1.647683 0.425120 0.0 0.0 -0.1 -0.672
C -0.208337 0.612037 0.875345 0.1 0.1 0.3 0.062
C -0.355792 -0.629447 -0.360992 -0.3 -0.4 -0.2 0.283
O -0.991008 -0.167157 -1.323432 0.2 -0.1 0.0 -0.708
C 1.058005 0.250596 0.321810 0.1 -0.1 -0.2 0.083
C 1.400641 -0.663308 -0.469398 0.0 0.1 0.1 -0.222
H -1.200367 1.366252 -0.498324 0.0 0.0 0.1 0.504
H -0.380486 0.342730 1.915792 0.1 0.0 -0.1 0.212
H -0.526217 -1.559592 0.190726 0.0 0.2 -0.1 0.189
H 2.112990 -1.198135 -1.072917 -0.2 0.1 0.2 0.269

---

Entry 7:
10
Properties=species:S:1:pos:R:3:forces:R:3:nbo_charge:R:1 method="wB97M-V/def2-TZVPD" orbital_gap_ev=9.69 total_energy_ha=-305.1612 mol_weight_g_mol=84.07 smiles="C#CC(=O)CO" e_lumo_ev=-0.323 relative_energy_kj_mol=310.4 homo_ev=-10.013
C -0.387284 -2.141260 -1.273554 0.8 0.0 0.3 -0.171
C 0.113839 -1.093518 -0.958629 1.5 -1.8 1.0 -0.099
C 0.325109 0.253713 -0.495360 -2.8 -0.2 -0.4 0.465
O -0.473387 0.847149 -1.201723 0.4 2.4 -0.3 -0.487
C 0.596151 0.838982 0.916064 0.3 -0.4 -0.1 -0.136
O -0.558221 1.567788 1.256897 0.0 -0.1 0.1 -0.696
H -0.602271 -3.164106 -1.455490 -0.3 0.0 -0.2 0.240
H 0.763287 0.009346 1.613104 0.0 0.0 -0.1 0.187
H 1.455808 1.519506 1.006781 -0.1 -0.3 -0.5 0.210
H -1.233030 1.362400 0.591909 0.1 0.3 0.2 0.487

---

Entry 8:
10
Properties=species:S:1:pos:R:3:forces:R:3:nbo_charge:R:1 method="wB97M-V/def2-TZVPD" orbital_gap_ev=11.39 total_energy_ha=-305.2228 mol_weight_g_mol=84.07 smiles="C#CCOC=O" e_lumo_ev=0.884 relative_energy_kj_mol=148.7 homo_ev=-10.502
C 2.638342 -0.493823 -0.119023 -0.4 0.2 0.0 -0.193
C 1.514610 -0.121875 0.092811 0.6 -0.1 -0.3 -0.047
C 0.169632 0.444741 0.118508 0.1 0.2 0.0 -0.159
O -0.774109 -0.617113 -0.093175 -0.1 0.0 0.0 -0.489
C -2.059055 -0.260088 0.001180 -0.2 0.3 0.1 0.647
O -2.461354 0.844063 0.254783 0.2 -0.4 -0.1 -0.579
H 3.625951 -0.793847 -0.391616 -0.1 0.0 0.2 0.239
H 0.111681 1.156231 -0.711903 -0.2 0.0 0.1 0.222
H -0.075515 0.982058 1.039812 0.1 -0.2 -0.1 0.229
H -2.690186 -1.140344 -0.191377 0.0 0.1 0.0 0.129